ORCA calculation (ωB97M-V with the def2-TZVPD basis set) on a 16-piece molecular cluster, C81H187N7O25 overall at a distorted geometry.

Calculated total energy in eV: -148630.62100
Orbital gap in eV: 7.15
LUMO level in eV: -0.148
Strongest force on any atom in eV/A: 5.74
Relative energy (zero: lowest compared OMol25 entry of this formula, charge and spin) in kcal per mole: 58.79

Element x y z (Å)
1 C -2.402 4.552 -3.501
2 C -1.395 5.563 -3.950
3 O -2.066 6.790 -4.099
4 O -2.732 4.595 -2.115
5 H -1.980 3.561 -3.667
6 H -3.300 4.620 -4.114
7 H -0.902 5.221 -4.860
8 H -0.560 5.698 -3.262
9 H -2.660 6.975 -3.368
10 H -1.946 4.265 -1.673
11 C -2.692 -3.027 -3.367
12 C -3.855 -3.903 -3.082
13 O -3.430 -5.064 -2.414
14 O -1.509 -3.769 -3.843
15 H -2.338 -2.533 -2.463
16 H -2.789 -2.236 -4.112
17 H -4.264 -4.371 -3.977
18 H -4.689 -3.415 -2.578
19 H -3.054 -4.791 -1.574
20 H -1.252 -4.298 -3.085
21 C 3.374 -5.637 1.840
22 C 4.521 -4.674 1.434
23 O 4.844 -3.789 2.463
24 O 2.637 -6.104 0.760
25 H 2.709 -5.086 2.506
26 H 3.900 -6.417 2.390
27 H 4.225 -4.026 0.609
28 H 5.358 -5.339 1.224
29 H 5.593 -4.146 2.947
30 H 3.165 -6.699 0.223
31 C -0.144 5.118 1.014
32 C -0.075 5.160 -0.526
33 O -0.386 3.879 -1.102
34 O 0.635 4.048 1.415
35 H -1.173 4.881 1.284
36 H 0.129 6.078 1.453
37 H 0.939 5.310 -0.896
38 H -0.661 6.021 -0.844
39 H 0.193 3.257 -0.657
40 H 0.389 3.851 2.322
41 C 4.037 -2.937 -4.819
42 C 4.649 -3.922 -5.926
43 O 3.961 -5.149 -5.710
44 O 2.655 -2.717 -5.041
45 H 4.564 -2.008 -5.035
46 H 4.297 -3.249 -3.807
47 H 5.724 -4.044 -5.795
48 H 4.478 -3.616 -6.958
49 H 3.060 -4.935 -5.456
50 H 2.148 -3.509 -4.848
51 C -0.789 -4.824 1.680
52 C -2.237 -4.524 1.273
53 O -2.180 -3.910 -0.086
54 O -0.141 -5.770 0.911
55 H -0.773 -5.183 2.709
56 H -0.139 -3.949 1.691
57 H -2.705 -3.837 1.978
58 H -2.849 -5.426 1.233
59 H -1.591 -3.160 0.029
60 H 0.770 -5.959 1.149
61 C 1.319 -0.867 3.805
62 C 2.230 -1.921 3.180
63 O 3.389 -1.288 2.833
64 O 0.791 -0.040 2.830
65 H 1.899 -0.165 4.404
66 H 0.559 -1.332 4.434
67 H 1.851 -2.379 2.266
68 H 2.507 -2.753 3.829
69 H 4.058 -1.867 2.461
70 H 1.556 0.027 2.254
71 C 1.713 -5.716 -3.285
72 C 0.595 -6.450 -2.544
73 O -0.418 -5.467 -2.103
74 O 1.172 -4.786 -4.250
75 H 2.398 -6.454 -3.702
76 H 2.371 -5.136 -2.639
77 H 1.000 -6.894 -1.635
78 H 0.161 -7.201 -3.205
79 H -0.320 -5.459 -1.148
80 H 0.455 -4.320 -3.814
81 C -0.544 1.705 -6.573
82 C 0.577 0.659 -6.819
83 O 0.709 -0.230 -5.733
84 O -0.168 2.490 -5.466
85 H -1.487 1.224 -6.318
86 H -0.769 2.436 -7.350
87 H 1.525 1.144 -7.049
88 H 0.285 0.057 -7.680
89 H 0.315 -1.102 -5.816
90 H 0.030 1.908 -4.729
91 C -6.357 0.365 -1.974
92 C -6.473 1.822 -2.429
93 C -7.953 2.199 -2.769
94 C -8.879 2.385 -1.480
95 C -8.309 3.346 -0.458
96 C -6.815 2.976 -0.060
97 N -5.998 2.645 -1.237
98 O -4.662 2.488 -1.000
99 C -6.312 4.286 0.575
100 C -6.658 1.949 1.090
101 C -5.591 2.108 -3.620
102 H -6.671 -0.238 -2.826
103 H -7.028 0.128 -1.149
104 H -5.316 0.137 -1.743
105 H -7.927 3.133 -3.331
106 H -8.298 1.314 -3.305
107 H -9.195 1.422 -1.080
108 H -9.812 2.842 -1.810
109 H -8.934 3.146 0.411
110 H -8.325 4.393 -0.762
111 H -6.086 5.083 -0.134
112 H -7.004 4.614 1.351
113 H -5.296 4.167 0.951
114 H -7.002 0.993 0.695
115 H -5.645 1.665 1.377
116 H -7.244 2.098 1.997
117 H -6.046 1.874 -4.583
118 H -4.593 1.670 -3.622
119 H -5.484 3.192 -3.653
120 H -4.362 3.091 -1.684
121 C 2.665 6.831 3.120
122 C 3.937 5.968 3.216
123 C 4.173 5.865 4.709
124 C 5.036 4.676 5.245
125 C 4.594 3.340 4.688
126 C 4.399 3.313 3.106
127 N 3.705 4.584 2.728
128 O 3.321 4.579 1.412
129 C 5.740 3.175 2.393
130 C 3.470 2.115 2.905
131 C 5.132 6.595 2.456
132 H 1.834 6.364 3.649
133 H 2.322 6.955 2.093
134 H 2.716 7.801 3.616
135 H 4.715 6.688 5.176
136 H 3.227 5.793 5.245
137 H 5.027 4.640 6.334
138 H 6.107 4.863 5.157
139 H 3.584 3.077 5.002
140 H 5.296 2.517 4.823
141 H 5.497 3.066 1.336
142 H 6.483 3.970 2.456
143 H 6.232 2.261 2.726
144 H 3.714 1.252 3.524
145 H 2.404 2.279 3.065
146 H 3.533 1.748 1.880
147 H 4.969 6.944 1.437
148 H 5.981 5.915 2.391
149 H 5.600 7.443 2.956
150 H 2.379 4.400 1.458
151 C -7.393 -1.654 3.159
152 C -7.565 -2.354 1.795
153 C -7.548 -3.768 2.273
154 C -8.133 -4.727 1.291
155 C -9.614 -4.284 1.048
156 C -9.708 -2.855 0.410
157 N -8.858 -2.004 1.220
158 O -8.938 -0.640 0.812
159 C -9.256 -2.981 -1.119
160 C -11.195 -2.485 0.502
161 C -6.297 -2.212 0.907
162 H -8.226 -1.813 3.844
163 H -7.238 -0.604 2.914
164 H -6.498 -2.019 3.663
165 H -6.568 -4.140 2.572
166 H -8.127 -3.942 3.180
167 H -8.122 -5.709 1.763
168 H -7.575 -4.739 0.354
169 H -10.137 -4.420 1.994
170 H -10.014 -5.081 0.421
171 H -9.896 -3.591 -1.756
172 H -9.319 -1.998 -1.586
173 H -8.334 -3.542 -1.272
174 H -11.719 -2.730 1.426
175 H -11.384 -1.415 0.426
176 H -11.871 -2.981 -0.195
177 H -5.524 -1.730 1.506
178 H -6.571 -1.443 0.185
179 H -5.986 -3.102 0.361
180 H -9.342 -0.292 1.610
181 C 9.801 -3.312 -0.314
182 C 8.698 -2.646 0.462
183 C 9.001 -2.804 1.922
184 C 8.082 -1.946 2.741
185 C 8.058 -0.466 2.294
186 C 7.818 -0.197 0.803
187 N 8.633 -1.195 0.055
188 O 8.777 -0.947 -1.300
189 C 6.295 -0.316 0.609
190 C 8.265 1.269 0.491
191 C 7.375 -3.408 0.013
192 H 9.382 -3.445 -1.311
193 H 10.007 -4.269 0.166
194 H 10.751 -2.784 -0.228
195 H 8.814 -3.826 2.250
196 H 10.067 -2.647 2.083
197 H 8.492 -2.021 3.748
198 H 7.061 -2.305 2.868
199 H 8.955 0.033 2.662
200 H 7.299 -0.020 2.936
201 H 5.835 -0.980 1.341
202 H 5.782 0.644 0.671
203 H 5.971 -0.735 -0.344
204 H 7.647 1.987 1.031
205 H 9.269 1.467 0.867
206 H 8.300 1.565 -0.557
207 H 7.076 -3.241 -1.021
208 H 6.594 -2.952 0.620
209 H 7.377 -4.475 0.239
210 H 9.656 -0.578 -1.417
211 C 3.406 2.815 -2.738
212 C 4.929 3.156 -3.028
213 C 5.843 2.003 -2.325
214 C 5.846 0.602 -2.931
215 C 6.046 0.835 -4.528
216 C 5.262 1.981 -5.288
217 N 5.257 3.270 -4.475
218 O 4.713 4.353 -5.178
219 C 6.011 2.132 -6.700
220 C 3.832 1.478 -5.588
221 C 5.337 4.497 -2.398
222 H 2.776 3.130 -3.569
223 H 2.928 3.230 -1.850
224 H 3.317 1.730 -2.693
225 H 6.850 2.412 -2.247
226 H 5.543 1.991 -1.277
227 H 4.886 0.129 -2.726
228 H 6.672 0.002 -2.548
229 H 6.009 -0.115 -5.060
230 H 7.104 1.052 -4.679
231 H 6.162 1.161 -7.171
232 H 5.356 2.720 -7.343
233 H 6.984 2.605 -6.567
234 H 3.671 0.676 -4.868
235 H 3.067 2.238 -5.430
236 H 3.657 0.993 -6.549
237 H 5.399 4.669 -1.323
238 H 4.539 5.127 -2.789
239 H 6.282 4.741 -2.883
240 H 3.787 4.111 -5.242
241 C -1.038 1.214 0.654
242 C -1.319 0.126 -0.444
243 C -1.232 0.655 -1.898
244 C 0.159 0.587 -2.536
245 C 0.754 -0.816 -2.439
246 C 0.846 -1.225 -0.944
247 N -0.478 -1.037 -0.178
248 O -0.550 -1.549 1.064
249 C 1.263 -2.732 -0.863
250 C 2.014 -0.405 -0.335
251 C -2.867 -0.297 -0.227
252 H 0.001 1.544 0.656
253 H -1.346 0.895 1.650
254 H -1.581 2.104 0.337
255 H -1.964 0.102 -2.488
256 H -1.434 1.726 -1.870
257 H 0.715 1.398 -2.067
258 H 0.143 0.802 -3.605
259 H 1.656 -0.997 -3.024
260 H -0.031 -1.477 -2.807
261 H 1.694 -3.001 0.101
262 H 0.530 -3.468 -1.193
263 H 2.074 -2.763 -1.591
264 H 2.144 -0.622 0.725
265 H 2.993 -0.732 -0.684
266 H 1.930 0.665 -0.526
267 H -3.233 -0.997 -0.979
268 H -3.423 0.639 -0.271
269 H -3.090 -0.794 0.717
270 H -0.014 -0.940 1.576
271 C -3.326 -1.965 7.018
272 C -2.540 -0.786 6.250
273 C -2.273 -1.353 4.843
274 C -3.625 -1.318 3.971
275 C -4.057 0.157 3.909
276 C -4.365 0.758 5.292
277 N -3.246 0.532 6.193
278 O -3.507 1.160 7.506
279 C -4.654 2.242 5.052
280 C -5.604 0.094 5.834
281 C -1.109 -0.675 6.831
282 H -3.987 -1.662 7.831
283 H -2.663 -2.671 7.517
284 H -3.898 -2.688 6.435
285 H -1.437 -0.855 4.352
286 H -2.079 -2.426 4.851
287 H -4.438 -1.908 4.394
288 H -3.452 -1.565 2.924
289 H -4.901 0.246 3.226
290 H -3.188 0.649 3.473
291 H -5.093 2.764 5.902
292 H -3.778 2.848 4.820
293 H -5.312 2.409 4.199
294 H -5.807 0.358 6.872
295 H -6.536 0.336 5.323
296 H -5.508 -0.992 5.849
297 H -0.532 -1.499 6.411
298 H -1.054 -0.516 7.908
299 H -0.620 0.235 6.486
300 H -2.956 1.946 7.527

Mulliken population analysis, charges in e, atoms 1 to 99: 0.117, -0.133, -0.653, -0.319, -0.239, 0.527, 0.213, 0.091, 0.325, 0.235, 0.003, -0.544, -0.616, -0.612, -0.276, 0.680, 0.363, 0.098, 0.242, 0.440, -0.602, -0.237, -0.510, -0.478, 0.085, 0.469, 0.210, 0.507, 0.241, 0.291, -0.893, -1.030, 0.542, -0.360, 0.496, 0.439, 0.357, 0.595, -0.512, 0.016, 0.192, -0.423, -0.580, -0.188, -0.353, 0.195, 0.403, 0.273, 0.274, 0.435, 0.422, -0.246, 0.750, -0.695, 0.619, -0.620, -0.193, 0.523, -0.782, 0.250, -0.564, 0.851, -0.162, -0.303, 0.366, -0.098, -0.758, 0.864, -0.278, -1.104, -0.022, -0.554, -0.337, -0.862, 0.646, -0.072, 0.300, 0.290, -0.138, 0.314, -0.362, -0.362, -0.017, -0.383, 0.182, 0.460, -0.051, 0.452, 0.105, -0.207, -1.082, 2.180, -1.323, -0.188, -1.257, 1.750, -0.336, 1.074, -2.263